(1)
Formula: C3H8NO3
Source: OMol25
Level of theory: ωB97M-V with the def2-TZVPD basis set

Geometry as XYZ:
```
15
Properties=species:S:1:pos:R:3:forces:R:3
C -0.28129 0.33640 -0.68222 0.369 -0.373 -1.457
N -0.51377 0.53733 0.72906 -0.649 0.530 -0.617
C -0.12761 -0.40741 1.60437 -0.131 0.549 -0.971
O 0.74937 -1.21949 1.36925 0.104 -0.657 0.767
O -0.76171 -0.39340 2.72992 0.066 -0.513 0.873
C -1.54170 -0.03553 -1.50558 0.563 0.400 0.119
H 0.20125 1.21447 -1.12382 -0.199 0.112 0.282
H 0.44919 -0.46591 -0.84110 -0.094 0.203 0.496
H -1.35096 1.07610 0.93235 0.340 -0.129 0.306
H -1.60864 0.59512 -2.39845 -0.033 -0.270 0.113
H -2.43261 0.11319 -0.92145 -0.489 0.173 0.239
H -1.52419 -1.08196 -1.78758 0.002 -0.105 -0.140
H 2.51573 -0.70578 0.88845 0.175 -0.091 0.194
H 2.92490 0.59520 0.26550 0.331 -0.089 0.124
O 3.30204 -0.15833 0.74130 -0.355 0.261 -0.326
```
Forces are in eV/Å.

## Properties
HOMO-LUMO gap (alpha / beta) ... 11.43 / 7.36 eV
ΔE to the lowest compared entry with this formula, charge and spin ... 0.00 kJ/mol
E_HOMO (alpha / beta) ... -10.833 / -10.756 eV
Spin multiplicity ... 2
E_tot ... -399.5265 hartree
Maximum force ... 1.5 eV Å⁻¹

(2)
Formula: C4H5N3O3
Source: OMol25
Level of theory: ωB97M-V with the def2-TZVPD basis set

Geometry as XYZ:
```
15
Properties=species:S:1:pos:R:3:forces:R:3
C -2.34560 -0.01584 0.00416 -0.275 0.048 -0.026
C -1.16449 0.89432 -0.00426 0.124 -0.323 -0.009
O -1.18458 2.09901 -0.02542 0.047 0.226 0.011
N 0.07082 0.24773 0.02000 0.253 0.087 -0.001
N 1.24174 0.99927 0.03035 -0.204 0.401 0.022
C 2.33764 0.19386 0.00014 -0.309 -0.122 0.023
O 3.49440 0.49960 -0.00989 0.507 0.146 -0.019
N 1.79840 -1.09631 -0.00646 0.129 -0.019 -0.006
C 0.42516 -1.10338 -0.00053 -0.052 -0.022 -0.005
O -0.31233 -2.04838 -0.01133 -0.223 -0.328 0.006
H -2.34816 -0.61346 0.91302 0.003 -0.069 0.018
H -2.29698 -0.70834 -0.83282 -0.004 -0.052 -0.002
H -3.25175 0.58014 -0.05127 0.051 0.076 0.002
H 1.17717 2.00530 -0.00338 0.023 -0.130 -0.016
H 2.35857 -1.93352 -0.02232 -0.071 0.080 0.002
```
Forces are in eV/Å.

## Properties
HOMO-LUMO gap ... 10.28 eV
ΔE to the lowest compared entry with this formula, charge and spin ... 0.00 kJ/mol
E_HOMO ... -9.741 eV
Spin multiplicity ... 1
E_tot ... -545.4625 hartree
Maximum force ... 0.5 eV Å⁻¹

(3)
Formula: C7H6N3O2
Source: OMol25
Level of theory: ωB97M-V with the def2-TZVPD basis set

Geometry as XYZ:
```
18
Properties=species:S:1:pos:R:3:forces:R:3
C -1.38125 -0.80947 0.52702 3.042 3.021 -0.940
C -1.39360 0.00721 -0.63807 2.643 -1.971 2.963
C -0.28544 -0.67238 1.39243 -0.188 -0.801 2.524
C -0.17905 0.48424 -1.06700 -1.725 -0.046 -1.434
C 0.83990 0.05486 1.09838 0.127 -0.658 -0.873
C 1.00576 0.44225 -0.27646 -0.277 0.974 -0.114
C 2.12974 1.07309 -0.75144 -1.063 -2.132 2.627
N 4.56912 -2.62435 -0.11950 -0.826 0.897 -0.624
N 3.90710 -1.89692 -0.60771 0.811 -1.080 0.489
N 3.25643 1.29309 0.10154 -0.502 0.771 0.892
O 3.26787 2.52982 0.15497 0.943 -0.700 0.497
O 3.81654 0.46074 0.75539 0.175 0.756 -0.337
H -2.11412 -1.36217 0.96761 -2.571 -1.428 0.220
H -2.27711 0.13554 -1.09890 -2.630 0.452 -2.167
H -0.52539 -1.13237 2.41743 1.072 0.956 -1.450
H -0.29236 0.83557 -2.09584 1.075 0.353 0.264
H 1.62136 0.41115 1.74814 -0.130 -0.600 0.715
H 2.22887 1.67194 -1.55543 0.024 1.238 -3.252
```
Forces are in eV/Å.

## Properties
HOMO-LUMO gap ... 7.61 eV
ΔE to the lowest compared entry with this formula, charge and spin ... 48.26 kJ/mol
E_HOMO ... -14.982 eV
Spin multiplicity ... 1
E_tot ... -584.6476 hartree
Net charge ... +1
Maximum force ... 4.4 eV Å⁻¹

(4)
Formula: C6H5F4NO3S
Source: OMol25
Level of theory: ωB97M-V with the def2-TZVPD basis set

Geometry as XYZ:
```
20
Properties=species:S:1:pos:R:3:forces:R:3
C 0.06415 1.56710 -0.88221 -0.168 -0.560 1.367
C 0.03660 1.70347 0.50486 0.616 -2.648 0.293
C -0.10647 0.36851 -1.44762 -0.256 -1.634 1.010
C 0.18190 0.56970 1.24343 -0.662 1.785 0.818
C -0.07822 -0.77441 -0.67422 -1.745 -1.918 0.678
C -2.49675 -0.69250 0.08790 1.794 1.439 1.278
N 0.50191 -0.59642 0.61380 1.011 1.340 -3.949
O 3.14751 -0.66685 1.38361 -0.609 0.304 -1.823
O 2.50541 0.69661 -0.61303 1.136 -0.611 0.154
O 2.60945 -1.76896 -0.75031 -0.088 -0.428 -0.509
F -2.76615 0.45970 0.85709 -0.112 -1.899 -1.216
F -3.28803 -0.72906 -0.95376 -0.482 -0.155 0.154
F -2.59108 -1.77589 0.86583 -0.595 0.456 -0.353
F 0.57507 -1.68692 1.30737 -0.785 -2.684 2.386
S 2.63613 -0.58156 0.02177 0.972 1.043 2.192
H 0.00344 2.32862 -1.52705 -0.195 3.232 -1.879
H -0.20725 2.57378 1.00031 -0.271 1.807 0.824
H -0.51653 0.33161 -2.39117 -0.334 -0.361 -2.180
H 0.04531 0.53016 2.29755 0.208 -0.134 0.625
H -0.25640 -1.85670 -0.94416 0.565 1.626 0.130
```
Forces are in eV/Å.

## Properties
HOMO-LUMO gap (alpha / beta) ... 6.93 / 8.01 eV
ΔE to the lowest compared entry with this formula, charge and spin ... 241.00 kJ/mol
E_HOMO (alpha / beta) ... -7.831 / -9.156 eV
Spin multiplicity ... 1
E_tot ... -1309.5090 hartree
Maximum force ... 4.3 eV Å⁻¹

(5)
Formula: C11H18ClF9N9O8RhS
Source: OMol25
Level of theory: ωB97M-V with the def2-TZVPD basis set

Geometry as XYZ:
```
58
Properties=species:S:1:pos:R:3:forces:R:3
Rh 0.19894 1.01788 -0.22924 0.008 -0.068 -0.088
C 2.91283 -2.65760 0.76476 0.016 -0.010 -0.028
N 1.57890 -2.58842 1.34040 -0.020 -0.027 0.023
C 1.28906 -3.42389 2.50097 -0.002 0.009 -0.024
C 0.78531 -1.53660 1.03342 0.067 -0.047 0.079
N 1.21759 -0.55051 0.30588 -0.009 0.095 -0.071
N -0.48663 -1.57057 1.50206 -0.038 0.021 -0.019
C -1.34199 -0.45236 1.65494 -0.043 0.106 0.014
N -2.40186 -0.75873 2.48524 -0.024 -0.057 0.010
N -1.19142 0.66390 1.08798 -0.050 -0.007 0.084
H 3.27864 -3.67740 0.85541 0.000 0.003 0.022
H 3.61126 -1.98193 1.26791 0.001 0.005 -0.016
H 2.87349 -2.41220 -0.29665 -0.009 0.016 0.004
H 2.21741 -3.87421 2.84205 -0.004 0.005 0.000
H 0.59239 -4.23182 2.26235 -0.006 0.005 0.002
H 0.88958 -2.82675 3.32048 0.001 0.004 0.002
H 2.22087 -0.43012 0.25408 -0.009 -0.010 0.012
H -0.85578 -2.45410 1.81007 0.014 -0.014 -0.015
H -2.15534 -1.31146 3.29521 0.000 0.043 -0.027
H -2.93221 0.06464 2.76408 0.053 -0.014 0.002
H -1.92868 1.97633 1.50688 0.002 0.095 0.065
O 1.66106 0.77312 2.93097 0.040 -0.039 -0.031
Cl 2.20935 1.77088 2.05792 -0.136 0.095 0.027
O 2.63648 2.91999 2.76688 0.043 -0.052 -0.021
O 3.24892 1.21358 1.23850 -0.039 0.018 0.072
O 1.09945 2.25017 1.15032 0.100 -0.032 -0.003
N 3.07734 -1.83652 -4.59346 0.005 -0.006 0.008
C 2.43792 -1.11097 -3.66011 0.006 -0.009 -0.031
N 1.44953 -1.69709 -2.95562 -0.006 -0.002 0.006
N 2.87040 0.12182 -3.46302 -0.012 0.004 -0.002
C 2.24776 0.79104 -2.53221 -0.013 -0.018 0.023
N 1.68497 1.36637 -1.70229 0.035 0.051 -0.022
H 2.75760 -2.74401 -4.87412 -0.004 0.004 -0.009
H 3.79575 -1.38015 -5.12649 0.003 -0.001 0.001
H 1.05913 -2.55503 -3.30887 0.012 -0.008 -0.004
H 0.77783 -1.10469 -2.46244 -0.011 0.012 0.016
C -0.90749 3.22308 3.92935 0.013 -0.007 -0.013
S -2.54002 3.03107 3.29288 -0.014 -0.075 0.019
O -3.28412 4.22111 3.55101 -0.025 0.023 -0.008
O -3.05195 1.76933 3.78393 0.009 0.033 -0.001
O -2.32198 2.91605 1.76492 0.055 -0.110 -0.072
H -0.99360 3.35056 5.00617 -0.001 -0.005 -0.002
H -0.45604 4.09989 3.47258 -0.007 0.005 -0.002
H -0.33296 2.33012 3.69239 0.011 -0.013 -0.001
F -3.14716 -1.06803 -1.18885 0.010 0.020 -0.025
C -2.91352 -0.55965 -2.39630 -0.027 -0.026 0.016
F -4.05588 -0.04254 -2.86151 0.005 0.008 0.003
F -2.56487 -1.57703 -3.20050 -0.001 -0.008 -0.008
C -1.76142 0.48616 -2.33942 0.018 0.018 -0.014
O -0.72950 -0.07259 -1.64385 -0.009 -0.019 0.029
C -1.29602 0.83301 -3.79356 -0.010 -0.040 0.011
F -2.30860 1.03806 -4.63836 -0.009 0.007 -0.002
F -0.52621 1.92580 -3.78370 0.001 0.015 0.002
F -0.55538 -0.16540 -4.29686 0.011 0.007 0.005
C -2.31639 1.80296 -1.69730 -0.019 -0.048 0.003
F -2.87327 2.62146 -2.57732 -0.002 0.018 -0.009
F -3.18596 1.57178 -0.73293 -0.002 0.001 0.001
F -1.26350 2.50219 -1.13704 0.020 0.028 0.011
```
Forces are in eV/Å.

## Properties
HOMO-LUMO gap ... 9.07 eV
ΔE to the lowest compared entry with this formula, charge and spin ... 34.76 kJ/mol
E_HOMO ... -9.250 eV
Spin multiplicity ... 1
E_tot ... -3392.2901 hartree
Maximum force ... 0.2 eV Å⁻¹

(6)
Formula: C8H12NS
Source: OMol25
Level of theory: ωB97M-V with the def2-TZVPD basis set

Geometry as XYZ:
```
22
Properties=species:S:1:pos:R:3:forces:R:3
C -0.64295 0.80289 0.73680 -0.457 -1.654 -1.109
C -2.02399 1.21240 0.57205 -0.022 1.219 1.549
C -1.60818 -0.74199 -1.05881 -0.833 -0.457 4.271
C -0.42140 -0.62890 0.00685 -2.832 2.172 -1.987
C 1.89843 -0.46781 -1.16801 1.307 0.521 -0.135
C 0.48800 1.41224 -0.39383 -0.671 2.780 0.385
C 0.76708 0.02222 -0.70030 1.054 -3.284 0.807
C -0.49076 -1.89968 0.85454 1.933 2.621 0.586
N 1.48981 2.31417 0.05076 0.729 -3.490 0.107
S -3.01786 0.43801 -0.46188 1.175 -0.991 -0.367
H -0.20822 0.80111 1.73323 -0.146 0.531 0.041
H -2.48175 2.05672 1.17461 0.610 -0.963 -0.806
H -1.90456 -1.78490 -0.99016 -0.710 0.157 -0.406
H 2.23850 -1.50746 -1.37888 -0.689 0.950 0.430
H 2.62814 0.35407 -1.27678 0.029 -0.817 -0.594
H -0.05316 1.90185 -1.25370 0.148 -0.362 1.033
H 0.24829 -1.53920 1.60503 -0.487 -1.465 0.354
H -0.08155 -2.68451 0.26155 0.170 -0.955 -0.077
H -1.48081 -2.10736 1.28045 0.376 0.157 -0.202
H 2.26701 2.01537 0.66642 -1.123 0.135 -0.659
H 1.30062 3.25624 0.04491 -0.468 2.253 -0.068
H -1.49141 -0.44461 -2.01490 0.907 0.941 -3.153
```
Forces are in eV/Å.

## Properties
HOMO-LUMO gap (alpha / beta) ... 7.56 / 7.57 eV
ΔE to the lowest compared entry with this formula, charge and spin ... 249.42 kJ/mol
E_HOMO (alpha / beta) ... -12.951 / -12.951 eV
Spin multiplicity ... 1
E_tot ... -764.6170 hartree
Net charge ... +1
Maximum force ... 4.4 eV Å⁻¹